Entry 1:
# C24H58InO10S

A structure of composition C24H58InO10S (ωB97M-V/def2-TZVPD, the OMol25 dataset).

The value obtained for the LUMO energy is 2.097 eV. Its net charge is -1.

```
94
Properties=species:S:1:pos:R:3:forces:R:3
C 8.582 -0.033 -1.562 -0.1 0.0 -0.1
C 8.851 1.162 -2.450 0.0 0.0 0.4
O 8.785 1.089 -3.641 0.1 -0.1 -0.3
O 9.266 2.326 -1.892 -0.1 0.1 0.0
C 8.832 2.737 -0.588 0.1 -0.1 0.1
C 7.344 3.008 -0.517 0.1 0.1 0.1
C 6.857 4.048 -1.523 0.0 0.1 0.1
C 5.324 4.165 -1.620 0.0 0.0 0.1
C 4.529 2.882 -1.352 0.0 0.0 -0.1
C 4.783 1.729 -2.322 -0.1 -0.1 0.0
In 3.201 0.172 -2.307 0.3 -0.1 -0.3
S 1.669 0.641 -0.364 -0.4 0.1 0.1
H 8.721 0.140 -0.500 0.0 0.0 0.0
H 9.264 -0.818 -1.890 0.0 0.0 0.0
H 7.568 -0.383 -1.755 0.0 0.0 0.1
H 9.419 3.635 -0.386 -0.1 0.0 -0.1
H 9.107 1.994 0.165 0.1 0.0 0.0
H 7.151 3.357 0.506 -0.1 -0.1 0.0
H 6.804 2.069 -0.649 0.1 0.0 0.1
H 7.256 5.019 -1.206 0.1 0.0 -0.2
H 7.299 3.849 -2.502 -0.1 -0.2 0.0
H 4.991 4.947 -0.924 0.0 -0.1 0.0
H 5.061 4.522 -2.622 0.0 0.0 0.0
H 4.698 2.561 -0.317 0.0 0.0 0.0
H 3.468 3.145 -1.385 0.0 0.0 0.0
H 4.840 2.112 -3.348 0.0 0.0 0.0
H 5.732 1.218 -2.126 0.0 0.1 -0.1
H 2.145 0.279 -3.717 -0.1 0.1 0.1
H 3.920 -1.445 -2.195 0.0 0.0 0.1
H 2.474 0.955 0.659 0.2 0.0 -0.1
C -1.126 0.042 3.579 0.0 0.0 0.0
O -1.820 0.339 2.387 -0.1 -0.1 0.0
C -1.419 -0.469 1.284 0.0 0.1 0.0
C -2.409 -1.578 1.018 0.0 -0.1 -0.1
O -2.493 -2.515 2.088 0.0 0.0 0.0
C -3.591 -2.295 2.946 0.0 0.0 0.0
H -1.649 0.541 4.395 0.0 0.0 0.0
H -1.101 -1.034 3.776 0.0 0.0 0.0
H -0.096 0.415 3.538 0.0 0.0 0.0
H -0.418 -0.875 1.447 0.0 0.0 0.0
H -1.362 0.174 0.405 0.0 0.0 0.0
H -2.090 -2.123 0.126 0.0 0.0 0.0
H -3.399 -1.153 0.816 0.0 0.0 0.0
H -4.530 -2.610 2.471 0.0 0.0 0.0
H -3.681 -1.244 3.232 0.0 0.0 0.0
H -3.439 -2.899 3.839 0.0 0.0 0.0
C -1.175 6.515 0.229 0.0 0.0 0.0
O -0.357 5.431 0.605 0.0 0.0 0.0
C -0.354 4.365 -0.341 -0.1 0.0 0.0
C 0.854 4.403 -1.247 0.0 -0.1 -0.1
O 0.878 5.569 -2.067 -0.1 0.1 0.1
C 1.753 6.568 -1.590 0.0 0.0 0.0
H -0.935 7.350 0.888 0.0 0.0 0.0
H -0.998 6.816 -0.807 0.0 0.0 0.0
H -2.238 6.269 0.348 0.0 0.0 0.0
H -1.271 4.398 -0.941 0.0 0.0 0.0
H -0.339 3.424 0.212 0.0 0.0 0.0
H 0.826 3.528 -1.900 0.0 0.0 0.0
H 1.768 4.337 -0.651 0.0 0.0 0.0
H 2.800 6.291 -1.766 0.0 0.0 0.0
H 1.613 6.753 -0.521 0.0 0.0 0.0
H 1.535 7.483 -2.141 0.0 0.0 0.0
C -4.320 -5.289 5.906 0.0 0.0 0.0
O -5.007 -4.917 4.728 -0.1 -0.1 0.0
C -4.642 -5.679 3.589 0.0 0.1 0.0
C -5.658 -6.756 3.281 0.0 -0.1 0.0
O -5.739 -7.734 4.306 0.0 0.0 0.0
C -6.823 -7.542 5.191 0.0 0.0 0.0
H -4.829 -4.812 6.742 0.0 0.0 0.0
H -4.326 -6.372 6.053 0.0 0.0 0.0
H -3.281 -4.940 5.881 0.0 0.0 0.0
H -3.652 -6.124 3.728 0.0 0.0 0.0
H -4.583 -4.994 2.738 0.0 0.0 0.0
H -5.362 -7.267 2.361 0.0 0.0 0.0
H -6.640 -6.300 3.114 0.0 0.0 0.0
H -7.772 -7.819 4.717 0.0 0.0 0.0
H -6.887 -6.506 5.533 0.0 0.0 0.0
H -6.659 -8.192 6.049 0.0 0.0 0.0
C -4.212 -2.660 -5.284 0.0 0.0 0.0
O -5.331 -2.743 -4.419 0.0 0.0 0.0
C -5.027 -3.292 -3.149 0.0 0.0 0.0
C -4.828 -2.226 -2.093 0.1 0.0 0.1
O -3.700 -1.419 -2.364 0.0 0.0 0.0
C -4.009 -0.160 -2.930 0.0 0.0 0.0
H -4.498 -2.026 -6.121 0.0 0.0 0.0
H -3.346 -2.223 -4.783 0.0 0.0 0.0
H -3.940 -3.650 -5.666 0.0 0.0 0.0
H -4.130 -3.918 -3.208 0.0 0.0 0.0
H -5.867 -3.930 -2.856 0.0 0.0 0.0
H -4.659 -2.717 -1.128 0.0 0.0 0.0
H -5.732 -1.611 -2.005 0.0 0.0 0.0
H -4.409 0.522 -2.171 0.0 0.0 0.0
H -4.732 -0.252 -3.745 0.0 0.0 0.0
H -3.080 0.255 -3.317 0.0 0.0 0.0
```
Positions in Å, forces in eV/Å.

---

Entry 2:
# C24H58N2

A cluster of 4 separate species, C24H58N2 in total at a distorted geometry (ωB97M-V/def2-TZVPD, the OMol25 dataset).

The value obtained for the LUMO energy is 0.816 eV. Its net charge is 0.

```
84
Properties=species:S:1:pos:R:3:forces:R:3
C 41.534 31.964 36.856 -3.3 -2.3 3.0
C 40.215 32.751 36.882 0.0 -3.0 1.4
N 39.408 32.633 35.647 0.4 1.1 1.0
C 39.111 31.230 35.205 -2.0 -0.7 1.9
C 38.280 30.384 36.319 -3.4 2.4 -1.3
C 38.309 33.637 35.806 -1.0 -2.3 -3.3
C 37.328 33.678 34.542 -0.4 -0.1 2.6
H 41.945 32.368 36.060 3.4 1.8 -3.5
H 41.195 30.973 36.512 0.8 -0.1 0.6
H 42.085 31.912 37.848 -0.6 0.3 -1.6
H 40.444 33.688 37.228 0.5 3.3 -0.8
H 39.772 32.506 37.874 -1.2 -1.0 -0.6
H 40.030 30.664 34.835 -1.2 1.0 0.7
H 38.319 31.117 34.454 0.9 1.2 -0.7
H 37.305 30.915 36.881 2.4 -0.3 -2.0
H 38.811 30.217 37.158 2.2 -1.4 2.6
H 37.734 29.528 35.906 0.9 -0.2 0.0
H 38.565 34.616 35.989 2.2 2.2 0.0
H 37.698 33.516 36.672 -0.9 -1.2 0.8
H 36.866 32.662 34.716 -0.5 1.4 -1.0
H 37.722 33.769 33.521 0.4 -0.1 0.6
H 36.662 34.597 34.778 0.5 -1.9 -0.6
C 34.022 31.123 27.409 0.6 1.1 4.4
C 34.916 32.369 27.822 -2.6 -0.7 2.0
N 35.915 32.048 28.831 1.5 -1.1 1.2
C 37.048 31.059 28.547 -0.2 1.2 0.4
C 37.668 31.380 27.209 1.7 -5.4 -0.8
C 35.355 31.828 30.223 0.2 0.4 -2.0
C 36.220 32.484 31.312 1.1 -6.3 -0.8
H 34.648 30.384 27.064 1.9 -1.9 -0.5
H 33.369 31.195 26.625 -2.2 1.0 -1.7
H 33.527 30.694 28.361 0.5 0.7 -1.6
H 34.280 33.210 28.309 0.7 -1.5 -0.8
H 35.275 32.827 26.957 1.3 0.6 -1.4
H 36.688 29.953 28.600 0.9 1.7 0.4
H 37.975 31.402 29.228 -2.5 -1.5 -0.6
H 38.709 30.776 27.105 -2.4 0.8 0.2
H 38.049 32.293 27.272 1.0 4.4 -0.2
H 37.115 31.163 26.291 -0.2 0.3 0.3
H 35.131 30.717 30.395 0.5 1.4 0.1
H 34.405 32.345 30.134 -0.4 -0.1 0.5
H 37.225 31.946 31.296 -0.9 1.0 -0.2
H 35.852 32.094 32.223 -0.7 0.1 1.4
H 36.367 33.470 31.354 0.2 3.9 -0.3
C 40.447 35.880 28.500 -1.8 -0.1 0.3
C 38.954 35.557 28.270 -0.3 -1.5 -0.6
C 38.125 36.788 28.670 -1.6 -1.7 1.8
C 36.584 36.577 28.499 -1.9 1.2 0.8
C 36.226 36.420 27.021 -2.1 -6.2 1.6
C 34.651 36.153 26.770 1.5 0.1 4.6
H 40.301 36.235 29.552 1.9 -0.4 -0.6
H 40.683 36.723 27.807 0.3 -0.7 0.7
H 41.000 34.938 28.260 0.1 1.1 0.7
H 38.608 34.562 28.921 0.8 2.6 -1.7
H 38.923 35.333 27.188 -0.7 -0.3 0.5
H 38.223 37.692 28.143 1.5 1.2 -0.8
H 38.476 36.865 29.741 -1.0 0.8 -0.8
H 35.766 37.522 28.830 2.8 -2.6 -0.2
H 36.339 35.644 29.025 -0.5 0.4 0.1
H 36.837 35.483 26.643 -1.3 1.9 0.3
H 36.512 37.250 26.570 1.3 3.7 -2.6
H 34.007 36.953 27.144 0.5 0.6 1.3
H 34.210 35.263 27.310 0.9 0.6 -1.1
H 34.300 36.344 25.853 -0.5 -0.8 -4.4
C 46.125 33.483 30.007 -1.6 3.1 -0.6
C 44.682 33.963 30.468 1.1 -3.9 1.5
C 43.613 32.757 30.443 0.7 1.6 0.2
C 42.238 33.282 31.031 1.9 -6.8 -1.3
C 41.278 32.009 31.158 -2.4 5.8 -4.8
C 39.994 32.486 31.751 1.7 2.9 2.4
H 46.884 34.237 30.196 0.0 0.3 0.5
H 46.101 33.516 28.930 0.0 -0.7 -0.6
H 46.512 32.581 30.372 -0.1 -1.5 0.6
H 44.310 34.811 30.042 -1.0 1.8 -3.3
H 44.665 34.538 31.372 0.6 -0.9 2.0
H 43.906 31.914 31.149 0.2 0.8 -1.3
H 43.584 32.477 29.325 -0.3 -0.2 1.9
H 41.894 33.901 30.332 -1.8 3.2 -2.0
H 42.444 33.539 31.997 0.2 1.7 2.4
H 41.687 31.397 31.797 2.3 -4.0 2.7
H 40.953 31.672 30.135 1.2 -0.5 0.8
H 39.494 33.335 31.291 0.1 -0.1 -0.5
H 40.227 32.836 32.800 -0.3 0.0 -0.8
H 39.351 31.732 31.925 -2.5 -2.7 0.2
```
Positions in Å, forces in eV/Å.

---

| no. | gap between HOMO and LUMO (eV) |
| --- | --- |
| 1 | 6.851 |
| 2 | 8.931 |